Record 1
DFT (ωB97M-V/def2-TZVPD) results for one molecule with the formula C15H26O.

## Properties
2S+1	1
ΔE to the lowest compared entry with this formula, charge and spin	0.0	kcal per mole
structure (SMILES)	CC[C@]12CC[C@H](C1)[C@H](C1(O)CCCCC1)C2

CARTESIAN COORDINATES (ANGSTROEM)
O 1.076 -0.586 -1.624
C -4.135 1.412 -0.284
C 2.696 -3.414 -0.305
C 1.272 -3.354 -0.845
C 3.394 -2.040 -0.328
C -0.052 2.336 1.701
C 0.471 -2.294 -0.096
C 2.573 -0.879 0.223
C -2.817 1.935 -0.862
C -1.560 2.258 1.406
C -0.312 2.132 -0.637
C -1.261 0.129 0.216
C 0.578 1.610 0.469
C 0.255 0.120 0.590
C 1.078 -0.910 -0.237
C -1.578 1.598 -0.014
H 1.182 0.390 -1.724
H -4.323 1.848 0.724
H -4.943 1.713 -0.970
H -4.122 0.310 -0.215
H 2.673 -3.809 0.723
H 3.217 -4.135 -0.933
H 1.242 -3.214 -1.911
H 0.815 -4.341 -0.732
H 4.334 -2.123 0.236
H 3.665 -1.815 -1.385
H 0.226 1.813 2.648
H 0.278 3.361 1.740
H -0.554 -2.306 -0.474
H 0.405 -2.558 0.966
H 3.021 0.074 -0.154
H 2.604 -0.831 1.319
H -2.887 3.031 -0.888
H -2.685 1.606 -1.896
H -2.015 3.267 1.387
H -2.099 1.691 2.138
H -0.081 1.728 -1.610
H -0.301 3.249 -0.671
H -1.893 -0.251 0.974
H -1.468 -0.400 -0.713
H 1.658 1.780 0.401
H 0.372 -0.131 1.645

Atomic forces in eV per Å
O -0.306 0.972 -0.592
C -0.023 0.020 -0.037
C -0.201 0.199 -0.062
C -0.064 -0.351 0.857
C 0.427 -0.424 -0.680
C 0.461 -1.235 0.320
C -0.205 -0.424 -0.343
C -0.506 0.421 -0.103
C 0.013 0.100 0.873
C 0.042 0.830 -1.026
C 0.533 1.043 0.471
C 0.467 0.330 -0.961
C 1.334 0.423 0.760
C -0.806 -0.471 -0.151
C 0.774 1.066 0.633
C -1.411 0.764 -0.069
H 0.031 -1.258 0.205
H 0.052 -0.371 -0.688
H 0.054 -0.203 0.438
H -0.114 0.451 0.057
H 0.006 0.076 -0.213
H 0.463 0.018 0.196
H 0.183 0.575 -0.542
H -0.129 0.018 0.299
H -0.115 0.123 -0.227
H -0.159 -0.095 0.628
H -0.135 0.543 -0.615
H 0.245 0.324 0.104
H 0.014 0.228 0.026
H 0.146 0.060 -0.018
H -0.344 -0.614 0.377
H 0.045 -0.169 -0.101
H 0.072 -0.087 -0.140
H 0.055 -0.163 0.068
H 0.178 -0.385 -0.072
H -0.337 -0.449 0.324
H -0.230 -0.060 -0.468
H -0.006 -0.745 -0.172
H -0.595 -0.690 0.789
H 0.180 -0.255 -0.064
H -0.154 0.213 -0.098
H 0.064 -0.348 0.014

Record 2
DFT (ωB97M-V/def2-TZVPD) results for C15H27AsNO3PtS as an isolated structure.

## Properties
total charge	+1
2S+1	1
ΔE to the lowest compared entry with this formula, charge and spin	6.4	kcal per mole

CARTESIAN COORDINATES (ANGSTROEM)
Pt -0.187 -0.929 0.409
C -2.749 -2.473 1.740
C -1.696 -1.878 2.660
C -2.160 -1.719 4.084
O -1.283 -0.567 2.102
C -0.445 -2.848 2.567
O -0.348 -3.750 3.356
O 0.349 -2.527 1.594
H -3.586 -1.781 1.616
H -3.120 -3.399 2.172
H -2.329 -2.687 0.756
H -3.089 -1.147 4.129
H -1.407 -1.205 4.687
H -2.313 -2.703 4.518
H -0.853 -0.059 2.804
S 0.930 -1.834 -1.518
C 2.535 -1.265 -1.283
N 3.326 -1.166 -2.379
C 4.617 -0.756 -2.356
C 5.198 -0.400 -1.181
C 4.429 -0.488 -0.006
C 3.129 -0.920 -0.054
H 2.917 -1.438 -3.264
H 5.132 -0.728 -3.305
H 6.228 -0.079 -1.157
H 4.869 -0.221 0.945
H 2.538 -1.039 0.842
C -3.429 0.205 -1.089
C -2.687 1.458 -0.621
As -0.769 1.146 -0.577
C -0.203 1.261 -2.443
C -0.698 2.500 -3.185
C -0.040 2.761 0.226
C 1.442 2.625 0.577
H -4.506 0.351 -1.032
H -3.163 -0.648 -0.467
H -3.173 -0.039 -2.121
H -2.992 1.731 0.391
H -2.900 2.308 -1.268
H -0.554 0.351 -2.929
H 0.888 1.221 -2.441
H -1.786 2.540 -3.209
H -0.348 2.485 -4.217
H -0.332 3.420 -2.727
H -0.628 2.973 1.120
H -0.203 3.581 -0.473
H 1.607 1.766 1.230
H 1.792 3.519 1.092
H 2.050 2.493 -0.319

Atomic forces in eV per Å
Pt 0.739 -0.527 -0.315
C -0.159 0.549 -0.061
C 0.564 -1.415 0.119
C -0.110 0.578 -0.080
O -0.662 0.247 0.370
C -1.049 1.240 0.280
O 0.306 -0.193 -0.185
O 0.614 -0.407 -0.634
H -0.032 -0.053 0.058
H 0.063 -0.032 0.037
H -0.032 -0.062 -0.002
H 0.009 -0.062 0.015
H 0.025 -0.080 0.033
H 0.035 -0.052 -0.024
H 0.102 -0.064 -0.049
S -0.402 0.732 1.005
C 0.116 -0.046 0.026
N -0.033 -0.063 0.061
C 0.091 -0.036 -0.063
C 0.023 0.026 0.134
C -0.040 -0.020 -0.124
C -0.084 0.006 0.014
H -0.011 0.049 -0.017
H -0.049 -0.044 -0.024
H -0.011 0.028 -0.031
H 0.011 -0.041 0.008
H -0.005 0.006 0.008
C 0.120 0.147 -0.018
C -0.124 -0.248 0.076
As -0.026 -0.061 -0.866
C -0.119 0.259 -0.064
C 0.010 -0.075 0.128
C 0.208 -0.150 0.255
C -0.142 -0.022 -0.067
H -0.005 0.002 -0.027
H -0.049 -0.064 -0.010
H -0.037 -0.028 -0.005
H 0.053 0.006 0.013
H 0.097 0.066 0.036
H 0.032 -0.043 0.050
H -0.012 -0.069 0.048
H -0.001 0.030 -0.043
H 0.001 0.008 -0.003
H -0.014 0.023 -0.030
H -0.039 -0.015 -0.021
H -0.088 -0.019 -0.019
H 0.054 0.011 0.005
H 0.034 -0.002 -0.013
H 0.027 -0.018 0.016